Here is an isolated molecule of C3H9NO from the Open Molecules 2025 dataset. Energies are from wB97M-V/def2-TZVPD.

Each line ends with the Mulliken charge.
CARTESIAN COORDINATES (ANGSTROEM)
C1 1.933 0.417 0.260  -0.983
N1 0.457 0.498 0.215  -0.420
C2 -0.212 -0.749 -0.240  -0.456
C3 -1.716 -0.473 0.159  -0.462
O1 -2.212 0.648 -0.571  -0.507
H1 2.507 -0.069 -0.549  0.318
H2 2.282 -0.153 1.118  0.317
H3 2.311 1.428 0.419  0.342
H4 0.334 1.285 -0.419  0.249
H5 -0.060 -0.840 -1.315  0.277
H6 0.279 -1.587 0.219  0.412
H7 -2.278 -1.375 -0.202  0.310
H8 -1.973 -0.416 1.221  0.278
H9 -1.650 1.386 -0.313  0.326

SMILES: CNCCO
HOMO level (eV): -9.2
Energy (eV): -6793.45034
ΔE to the lowest compared entry with this formula, charge and spin (kcal/mol): 37.0
Spin multiplicity: 1
Charge: 0
Gap between HOMO and LUMO (eV): 10.23
Max |F| (eV/Å): 2.97